No. 1
Density functional theory data (wB97M-V/def2-TZVPD) for a single C6H11NO molecule.

Summary:
Relative energy (zero: lowest compared OMol25 entry of this formula, charge and spin) ... 368.0 kJ/mol
HOMO level ... -8.08 eV
Maximum force ... 0.0111 Eh/bohr
Frontier orbital gap ... 8.450 eV

Structure (ORCA input):
```
! RIJCOSX wB97M-V def2-TZVPD def2/J DEFGRID3
* xyz 0 1
C -0.51 -0.54 0.14
C 2.22 -0.48 0.06
C -1.67 -0.01 0.95
C -0.77 -0.71 -1.34
C 0.60 1.44 -0.04
C 1.09 0.30 0.73
N 0.03 2.40 -0.45
O 1.06 0.44 1.98
H -0.14 -1.46 0.58
H -0.94 2.57 -0.69
H 2.13 -0.54 -1.02
H 2.24 -1.48 0.49
H 3.16 0.02 0.31
H -1.34 0.23 1.96
H -2.12 0.88 0.49
H -2.46 -0.77 1.01
H -1.13 0.21 -1.80
H -1.55 -1.46 -1.49
H 0.11 -1.04 -1.88
*
```

***

No. 2
Density functional theory data (wB97M-V/def2-TZVPD) for a 2-piece molecular cluster, C4H11BrN2 overall at a distorted geometry.

Summary:
Relative energy (zero: lowest compared OMol25 entry of this formula, charge and spin) ... 202.2 kJ/mol
HOMO level (alpha / beta) ... -7.06 / -5.77 eV
Maximum force ... 0.0281 Eh/bohr
Frontier orbital gap (alpha / beta) ... 7.818 / 6.232 eV

Structure (ORCA input):
```
! RIJCOSX wB97M-V def2-TZVPD def2/J DEFGRID3
* xyz 0 1
C 2.01 -0.95 0.04
C 1.29 1.18 1.22
C -1.60 -0.96 0.30
C 1.05 0.20 0.11
N -2.67 0.59 -1.24
N -1.92 -0.55 -0.93
Br 0.73 1.03 -1.61
H 3.06 -0.64 -0.01
H 1.80 -1.58 -0.82
H 1.90 -1.55 0.94
H 2.27 1.67 1.16
H 1.25 0.65 2.17
H 0.53 1.96 1.23
H -1.23 -1.95 0.44
H -1.89 -0.34 1.13
H -2.74 1.18 -0.42
H -2.20 1.12 -1.98
H -1.64 -1.08 -1.75
*
```

***

No. 3
Density functional theory data (wB97M-V/def2-TZVPD) for a 2-piece molecular cluster, C4H8NO overall at a distorted geometry.

Summary:
Relative energy (zero: lowest compared OMol25 entry of this formula, charge and spin) ... 159.7 kJ/mol
<S²> ... 2.0150
HOMO level (alpha / beta) ... -12.25 / -16.19 eV
Maximum force ... 0.0817 Eh/bohr
Frontier orbital gap (alpha / beta) ... 8.744 / 8.514 eV

Structure (ORCA input):
```
! RIJCOSX wB97M-V def2-TZVPD def2/J DEFGRID3
* xyz 1 3
C -2.36 0.09 -0.12
C -1.80 -1.25 0.06
C -1.21 -0.06 0.79
C 1.57 1.06 0.76
N 0.55 0.37 -0.05
O -3.18 0.73 -0.66
H -2.29 -2.02 0.54
H -1.44 -1.68 -0.83
H -1.40 0.15 1.84
H 1.65 2.09 0.57
H 1.37 0.83 1.81
H 2.58 0.53 0.55
H 0.90 -0.58 -0.39
H 0.22 0.91 -0.76
*
```

***

No. 4
Density functional theory data (wB97M-V/def2-TZVPD) for a 15-piece molecular cluster, C50H120N10O20 overall at a distorted geometry.

Summary:
<S²> ... 0.7736
HOMO level (alpha / beta) ... -10.56 / -10.56 eV
Maximum force ... 0.0892 Eh/bohr
Frontier orbital gap (alpha / beta) ... 8.051 / 2.483 eV

Structure (ORCA input):
```
! RIJCOSX wB97M-V def2-TZVPD def2/J DEFGRID3
* xyz 1 2
C 12.26 20.66 -6.05
O 13.50 21.18 -5.63
C 14.69 20.50 -6.19
C 15.07 19.23 -5.42
O 14.13 18.18 -5.41
C 14.52 17.07 -4.60
H 12.07 20.52 -7.12
H 11.49 21.33 -5.68
H 12.06 19.72 -5.54
H 15.63 21.05 -6.18
H 14.52 20.32 -7.25
H 15.27 19.47 -4.38
H 16.00 18.82 -5.80
H 14.82 17.19 -3.56
H 15.29 16.49 -5.11
H 13.62 16.45 -4.58
C 15.30 16.76 9.58
O 14.25 16.04 8.90
C 14.11 16.31 7.51
C 12.89 15.53 6.90
O 13.22 14.21 6.52
C 12.16 13.51 5.94
H 15.35 16.44 10.62
H 15.09 17.82 9.53
H 16.28 16.53 9.15
H 14.92 16.06 6.83
H 13.98 17.39 7.42
H 12.46 16.01 6.02
H 12.07 15.56 7.61
H 11.26 13.51 6.56
H 12.50 12.50 5.71
H 11.86 13.92 4.98
C 18.73 14.92 2.36
O 20.09 14.52 2.41
C 20.95 14.81 1.26
C 21.42 16.29 1.19
O 20.30 17.13 1.13
C 20.47 18.47 1.34
H 18.22 14.41 3.18
H 18.30 14.70 1.39
H 18.67 15.99 2.55
H 20.38 14.48 0.39
H 21.77 14.09 1.29
H 22.07 16.43 0.33
H 22.08 16.60 2.00
H 19.52 18.98 1.17
H 21.20 18.85 0.64
H 20.79 18.70 2.35
C 14.71 13.01 -2.35
O 15.31 12.67 -3.60
C 15.79 11.34 -3.64
C 16.41 10.90 -4.94
O 15.31 10.65 -5.81
C 15.80 10.36 -7.13
H 13.70 12.60 -2.26
H 14.74 14.10 -2.34
H 15.17 12.67 -1.43
H 14.97 10.63 -3.47
H 16.45 11.18 -2.78
H 17.12 10.08 -4.79
H 17.01 11.72 -5.33
H 16.89 10.29 -7.21
H 15.45 11.19 -7.74
H 15.44 9.40 -7.51
C 12.12 15.65 -0.85
O 11.07 14.81 -0.50
C 9.83 15.20 -1.18
C 9.78 15.20 -2.71
O 10.65 16.19 -3.24
C 10.77 16.12 -4.66
H 11.96 16.65 -0.43
H 12.35 15.68 -1.92
H 12.99 15.30 -0.31
H 9.59 16.20 -0.84
H 9.08 14.47 -0.88
H 8.75 15.48 -2.93
H 9.99 14.22 -3.15
H 11.39 16.88 -5.14
H 9.77 16.21 -5.09
H 11.17 15.22 -5.13
C 16.17 11.60 3.34
C 15.63 10.44 2.46
O 15.89 9.26 2.67
N 14.85 10.95 1.44
C 14.13 10.09 0.53
H 17.17 11.37 3.72
H 15.53 11.76 4.20
H 16.24 12.58 2.87
H 14.78 11.95 1.29
H 14.67 10.10 -0.41
H 13.15 10.54 0.38
H 14.02 9.08 0.95
C 8.80 10.02 3.06
C 10.10 10.62 2.44
O 10.74 10.10 1.54
N 10.44 11.87 2.80
C 11.52 12.63 2.26
H 9.16 9.30 3.80
H 8.16 9.71 2.23
H 8.32 10.89 3.51
H 9.83 12.33 3.46
H 11.34 13.70 2.38
H 11.69 12.46 1.20
H 12.46 12.37 2.75
C 20.10 10.66 -3.35
C 19.53 11.66 -2.28
O 19.85 12.84 -2.33
N 18.68 11.12 -1.31
C 17.97 11.91 -0.32
H 20.52 9.70 -3.04
H 20.79 11.25 -3.96
H 19.20 10.44 -3.91
H 18.45 10.14 -1.38
H 17.41 11.22 0.32
H 17.29 12.60 -0.83
H 18.67 12.57 0.19
C 17.56 14.26 6.12
C 18.76 14.55 6.97
O 18.82 15.66 7.55
N 19.69 13.57 6.97
C 20.88 13.69 7.76
H 17.78 13.56 5.32
H 17.16 15.19 5.71
H 16.82 13.79 6.78
H 19.45 12.73 6.47
H 21.34 14.67 7.73
H 21.63 13.02 7.33
H 20.71 13.29 8.76
C 16.57 20.95 2.72
C 16.97 19.52 3.01
O 16.67 18.69 2.19
N 17.47 19.18 4.18
C 17.73 17.81 4.73
H 17.35 21.41 2.11
H 16.44 21.51 3.64
H 15.59 20.99 2.24
H 17.65 20.03 4.70
H 18.80 17.79 4.89
H 17.38 17.03 4.06
H 17.31 17.63 5.72
C 13.50 18.67 3.68
C 12.17 17.96 3.26
O 11.68 17.18 4.00
N 11.69 18.28 2.05
C 10.42 17.74 1.55
H 13.23 19.38 4.46
H 13.87 19.32 2.88
H 14.32 18.03 4.00
H 12.03 19.12 1.60
H 10.20 18.14 0.56
H 9.62 18.05 2.22
H 10.55 16.66 1.41
C 17.67 20.13 -0.94
C 17.91 19.53 -2.25
O 17.18 18.64 -2.59
N 18.73 20.19 -3.06
C 18.96 19.76 -4.42
H 17.37 21.17 -1.05
H 18.58 20.06 -0.36
H 16.91 19.60 -0.36
H 19.18 20.99 -2.65
H 19.97 20.01 -4.74
H 18.31 20.32 -5.09
H 18.87 18.69 -4.58
C 18.66 15.95 -6.31
C 17.73 14.76 -6.18
O 17.39 14.07 -7.16
N 17.21 14.42 -5.02
C 17.40 15.10 -3.74
H 19.36 15.89 -5.47
H 18.07 16.87 -6.38
H 19.15 15.70 -7.25
H 16.51 13.71 -5.16
H 16.55 14.79 -3.14
H 17.53 16.18 -3.74
H 18.25 14.72 -3.17
C 22.74 14.46 -3.79
C 22.03 15.70 -3.21
O 22.52 16.82 -3.35
N 20.97 15.45 -2.54
C 20.16 16.48 -1.94
H 23.10 13.81 -2.99
H 23.59 14.74 -4.41
H 21.99 13.91 -4.36
H 20.71 14.48 -2.44
H 19.61 16.83 -2.81
H 20.82 17.30 -1.67
H 19.53 16.27 -1.08
C 14.76 15.12 3.22
C 15.25 15.03 1.72
O 15.13 14.02 1.00
N 15.81 16.15 1.24
C 16.38 16.32 -0.07
H 14.94 14.23 3.83
H 13.68 15.13 3.20
H 15.09 15.99 3.79
H 15.91 16.93 1.87
H 17.14 17.10 -0.07
H 15.63 16.35 -0.87
H 16.95 15.42 -0.30
*
```

***

No. 5
Density functional theory data (wB97M-V/def2-TZVPD) for a single C3H4BrNO molecule.

Summary:
Relative energy (zero: lowest compared OMol25 entry of this formula, charge and spin) ... 136.2 kJ/mol
SMILES string ... O=CC/C=N/Br
HOMO level ... -9.93 eV
Maximum force ... 0.0169 Eh/bohr
Frontier orbital gap ... 10.377 eV

Structure (ORCA input):
```
! RIJCOSX wB97M-V def2-TZVPD def2/J DEFGRID3
* xyz 0 1
O -0.45 -2.54 0.17
C -0.37 -1.47 -0.37
C -0.17 -0.16 0.35
C 1.24 0.30 0.19
N 2.16 -0.56 0.18
Br 3.92 -0.05 -0.03
H -0.42 -1.36 -1.47
H -0.38 -0.30 1.42
H -0.83 0.60 -0.06
H 1.40 1.38 0.07
*
```

***

No. 6
Density functional theory data (wB97M-V/def2-TZVPD) for a 4-piece molecular cluster, H8O4 overall at a distorted geometry.

Summary:
Relative energy (zero: lowest compared OMol25 entry of this formula, charge and spin) ... 100.8 kJ/mol
SMILES string ... O.O.O.O
HOMO level ... -10.35 eV
Maximum force ... 0.0383 Eh/bohr
Frontier orbital gap ... 10.786 eV

Structure (ORCA input):
```
! RIJCOSX wB97M-V def2-TZVPD def2/J DEFGRID3
* xyz 0 1
O 1.77 0.45 -1.33
H 1.12 0.01 -1.90
H 2.59 0.69 -1.78
O 0.69 1.34 2.40
H 1.64 1.27 2.50
H 0.52 0.64 1.77
O -2.70 -0.67 -1.44
H -3.61 -0.83 -1.23
H -2.39 -0.14 -0.68
O 0.09 -0.57 0.73
H -0.53 -1.30 0.84
H 0.82 -0.90 0.14
*
```

***

No. 7
Density functional theory data (wB97M-V/def2-TZVPD) for a 8-piece molecular cluster, C20H58N2O14 overall at a distorted geometry.

Summary:
Relative energy (zero: lowest compared OMol25 entry of this formula, charge and spin) ... 82.2 kJ/mol
SMILES string ... COC[C@H](C)N.COC[C@H](C)N.OCCO.OCCO.OCCO.OCCO.OCCO.OCCO
HOMO level ... -8.49 eV
Maximum force ... 0.0363 Eh/bohr
Frontier orbital gap ... 8.962 eV

Structure (ORCA input):
```
! RIJCOSX wB97M-V def2-TZVPD def2/J DEFGRID3
* xyz 0 1
C 0.77 6.29 4.40
O 0.37 5.17 3.66
C 1.22 4.04 3.87
C 0.59 2.80 3.26
C 0.80 1.61 4.19
N 1.10 2.44 1.93
H 0.80 6.13 5.48
H 0.03 7.08 4.23
H 1.77 6.63 4.11
H 2.28 4.20 3.61
H 1.25 3.97 4.97
H -0.50 2.92 3.23
H 0.27 0.71 3.90
H 0.44 1.78 5.21
H 1.87 1.42 4.35
H 0.99 3.23 1.29
H 2.11 2.33 2.03
C 3.57 -5.99 0.21
O 2.70 -5.12 0.89
C 2.25 -4.04 0.11
C 3.31 -2.94 -0.13
C 3.69 -2.16 1.13
N 2.82 -1.98 -1.09
H 3.07 -6.40 -0.68
H 3.76 -6.83 0.89
H 4.51 -5.53 -0.09
H 2.02 -4.35 -0.92
H 1.36 -3.59 0.56
H 4.25 -3.39 -0.47
H 4.62 -1.60 0.94
H 3.87 -2.73 2.03
H 2.94 -1.40 1.34
H 2.19 -1.31 -0.66
H 2.34 -2.37 -1.90
O -2.01 -4.80 2.19
C -0.77 -5.34 1.73
C -0.78 -5.38 0.23
O -1.95 -5.98 -0.33
H -1.88 -4.40 3.05
H 0.09 -4.79 2.13
H -0.63 -6.34 2.15
H 0.13 -5.86 -0.15
H -0.75 -4.36 -0.18
H -1.74 -6.12 -1.25
O -2.62 -0.57 -1.07
C -1.97 -1.20 0.04
C -1.40 -0.14 0.95
O -0.17 0.39 0.44
H -1.90 -0.45 -1.71
H -2.79 -1.67 0.59
H -1.25 -1.94 -0.33
H -1.25 -0.55 1.96
H -2.08 0.69 1.16
H 0.13 1.06 1.11
O 2.55 -0.93 -5.65
C 2.93 -2.23 -5.21
C 1.65 -2.96 -4.82
O 1.20 -2.65 -3.51
H 3.30 -0.54 -6.11
H 3.37 -2.83 -6.02
H 3.64 -2.16 -4.38
H 1.74 -4.05 -4.89
H 0.85 -2.70 -5.52
H 0.65 -1.85 -3.57
O -3.89 2.20 -0.84
C -3.53 3.30 -1.65
C -3.79 3.04 -3.12
O -5.07 2.43 -3.24
H -3.70 2.51 0.06
H -4.11 4.18 -1.32
H -2.46 3.52 -1.49
H -3.03 2.33 -3.47
H -3.70 3.97 -3.69
H -5.36 2.51 -4.16
O -3.47 5.54 2.27
C -2.51 4.62 2.79
C -3.24 3.35 3.09
O -3.41 2.59 1.91
H -3.07 6.30 1.84
H -1.73 4.46 2.03
H -2.02 5.10 3.64
H -4.19 3.63 3.54
H -2.77 2.72 3.86
H -4.06 1.89 2.01
O 0.37 1.82 -1.83
C 1.08 1.33 -2.95
C 0.16 0.83 -4.04
O -0.58 -0.34 -3.61
H 0.09 1.09 -1.23
H 1.69 2.13 -3.37
H 1.83 0.58 -2.67
H 0.72 0.62 -4.95
H -0.54 1.65 -4.24
H -1.40 -0.29 -4.10
*
```

***

No. 8
Density functional theory data (wB97M-V/def2-TZVPD) for C8H16Cl2N2NdO as an isolated structure at a distorted geometry.

Summary:
Relative energy (zero: lowest compared OMol25 entry of this formula, charge and spin) ... 207.1 kJ/mol
<S²> ... 3.7699
HOMO level (alpha / beta) ... -1.84 / -1.97 eV
Maximum force ... 0.1135 Eh/bohr
Frontier orbital gap (alpha / beta) ... 4.613 / 4.740 eV

Structure (ORCA input):
```
! RIJCOSX wB97M-V def2-TZVPD def2/J DEFGRID3
* xyz -1 4
Nd 1.33 -0.34 0.26
Cl 1.08 -2.95 -0.20
Cl 1.35 2.10 1.46
C 3.49 -0.47 0.14
H 3.57 0.62 -0.25
H 3.40 -0.88 -0.95
C -0.66 1.27 -1.09
C 0.36 0.71 -1.59
H -0.61 1.88 -0.17
C 0.35 -0.57 -2.43
H 1.46 0.91 -1.32
C -0.73 -0.34 -3.47
H 1.35 -0.77 -2.82
H 0.14 -1.50 -1.86
C -2.05 -0.03 -2.76
H -0.38 0.53 -4.04
H -0.79 -1.17 -4.18
C -2.03 1.06 -1.67
H -2.78 0.23 -3.52
H -2.37 -0.96 -2.29
H -2.42 2.00 -2.08
H -2.74 0.79 -0.87
N -0.45 -1.21 5.01
C 0.00 -0.45 3.96
N 0.16 0.87 4.27
O 0.20 -0.91 2.81
H -0.40 -0.83 5.94
H -0.43 -2.22 4.91
H 0.53 1.49 3.56
H 0.04 1.15 5.23
*
```

***

No. 9
Density functional theory data (wB97M-V/def2-TZVPD) for C8H12 as an isolated structure at a distorted geometry.

Summary:
Relative energy (zero: lowest compared OMol25 entry of this formula, charge and spin) ... 603.8 kJ/mol
HOMO level ... -9.27 eV
Maximum force ... 0.1118 Eh/bohr
Frontier orbital gap ... 10.428 eV

Structure (ORCA input):
```
! RIJCOSX wB97M-V def2-TZVPD def2/J DEFGRID3
* xyz 0 1
C 2.07 -0.50 -0.47
C 1.93 0.57 0.54
C 0.54 0.73 -0.01
C -1.00 0.98 0.30
C -1.56 -0.44 0.96
C -1.00 -0.97 -0.34
C -1.54 0.43 -1.00
C 0.56 -0.86 -0.11
H 2.86 -1.19 -0.40
H 2.09 -0.10 -1.44
H 1.87 0.11 1.65
H 2.75 1.23 0.39
H 0.55 0.94 -1.01
H -1.27 2.16 0.63
H -2.60 -0.44 1.20
H -1.12 -0.60 2.06
H -1.69 -1.86 -0.58
H -2.72 0.19 -0.68
H -1.37 1.05 -2.08
H 0.64 -1.13 1.03
*
```